Entry 1:
Formula: C5H8N2
Source: the OMol25 dataset
Level of theory: ωB97M-V/def2-TZVPD

Structure (XYZ):
```
15
C5H8N2 | the OMol25 dataset | ωB97M-V/def2-TZVPD
N 1.0439 1.1280 -0.0845
N 2.6638 -0.6286 -0.0402
C -0.3221 1.3185 -0.1134
C 0.1231 -0.8832 0.0319
C -2.3994 -0.1871 -0.0195
C -0.9246 0.0903 -0.0439
C 1.3186 -0.2083 -0.0080
H -2.7661 -0.3789 0.9964
H -0.7472 2.3120 -0.1590
H -2.9673 0.6577 -0.4239
H 3.1573 -0.3913 0.8135
H -2.6441 -1.0683 -0.6228
H -0.0013 -1.9568 0.1063
H 2.7215 -1.6312 -0.1660
H 1.7441 1.8273 -0.2666
```

As for the SMILES: Cc1c[nH]c(N)c1. Its spin multiplicity is 1.

---

Entry 2:
Formula: C18H25F2NO3
Source: the OMol25 dataset
Level of theory: ωB97M-V/def2-TZVPD

Structure (XYZ):
```
49
C18H25F2NO3 | the OMol25 dataset | ωB97M-V/def2-TZVPD
F -3.0945 1.1136 0.2774
F -1.4828 2.3848 -0.4779
O 1.3792 -0.5399 2.2213
O 2.7552 0.8937 1.0556
O -0.4991 0.0202 -1.6687
N 0.4694 1.1951 1.0701
C -3.5051 -0.1028 -2.8959
C -1.8100 1.1473 -0.0506
C -4.7332 -0.9596 -3.3030
C -2.1615 2.8702 4.9778
C -2.2678 3.5686 3.7610
C 1.5510 0.4523 1.4990
C 4.0226 0.4067 1.5037
C -1.9188 2.9211 2.5700
C -2.5603 0.2065 -4.0720
C 4.1850 0.3831 3.0365
C -2.7194 -0.7788 -1.6994
C -1.5970 0.0919 -1.1477
C -1.4197 0.9070 3.7476
C 5.0567 1.3806 0.9440
C -1.4505 1.6042 2.5162
C -0.9833 0.8382 1.2473
C 4.3287 -1.0355 0.9430
C -1.7076 1.5466 4.9388
H -4.3413 -1.8764 -3.7759
H -5.3705 -1.2368 -2.4340
H -1.6204 1.0348 5.8642
H 0.7381 1.7894 0.2950
H -5.3705 -0.4098 -4.0582
H -1.9849 -0.6853 -4.3268
H -2.4109 3.3164 5.9470
H -3.1663 0.5201 -4.9677
H -3.4393 -1.0190 -0.9158
H 4.9837 1.4193 -0.1473
H -3.9298 0.8657 -2.5155
H -2.3340 -1.7255 -2.0457
H -2.6203 4.6045 3.7934
H 5.2770 -1.4279 1.3423
H -1.0692 -0.1108 3.8291
H -2.0746 3.5436 1.6784
H 3.3858 -0.2053 3.5371
H 3.5167 -1.7111 1.2040
H 4.9789 2.3926 1.3368
H 4.4181 -1.0279 -0.1935
H -1.1140 -0.2463 1.3619
H 4.0402 1.4090 3.3860
H 5.1748 0.0918 3.3672
H 6.0626 1.0309 1.1343
H -1.8626 1.0482 -3.7994
```

As for the SMILES: CC(C)CC(=O)C(F)(F)[C@@H](NC(=O)OC(C)(C)C)c1ccccc1. Its spin multiplicity is 1.

---

Entry 3:
Formula: C22H34N2O3S
Source: the OMol25 dataset
Level of theory: ωB97M-V/def2-TZVPD

Structure (XYZ):
```
62
C22H34N2O3S | the OMol25 dataset | ωB97M-V/def2-TZVPD
S 1.6164 -0.0417 1.7393
O -2.6576 1.5257 -0.3056
O 0.5504 -1.9213 -1.6447
O 2.5599 1.4606 -0.7854
N 0.5727 0.9441 -1.6883
N -1.3067 -0.2626 -0.0027
C -1.4885 -2.2424 1.3841
C -2.0681 -0.8654 1.0799
C 1.1475 2.1607 2.9503
C -1.0996 2.6639 -2.2976
C -2.2373 -2.0366 3.7669
C 1.7308 -1.2056 -2.0182
C 0.6971 2.2724 0.4264
C 1.4280 -3.0885 -3.4756
C -0.8564 1.1944 -1.8890
C 1.3414 0.1489 -2.6348
C -2.0550 0.0104 2.3359
C 1.5541 1.2465 3.9490
C -2.8316 -0.6658 3.4602
C 1.1225 1.6181 1.7036
C -2.2589 -2.9122 2.5180
C 0.5737 -3.2138 -2.2185
C 1.8343 0.0193 3.4460
C -1.6914 0.8575 -0.6252
C -0.1911 3.1444 -3.4223
C 1.3432 1.5452 -0.7415
C -1.4838 0.2658 -2.9402
C 2.4944 -2.0981 -3.0091
H -2.1447 2.7558 -2.5945
H 1.8407 -4.0419 -3.7950
H -0.4168 4.1821 -3.6549
H -2.8011 -2.5183 4.5683
H 0.8798 3.1825 3.1527
H 2.3181 -1.0103 -1.1134
H -3.1112 -0.9617 0.7458
H -0.9583 3.3116 -1.4324
H -0.5276 -0.7917 -0.3727
H -0.3896 2.2926 0.3778
H -1.2148 -0.7688 -2.7472
H -2.5660 0.3575 -2.8649
H 2.2668 0.6888 -2.8589
H -1.8187 -3.8874 2.7360
H -1.2062 -1.9149 4.1064
H -1.5233 -2.8628 0.4858
H -0.4417 -2.1242 1.6725
H -3.2940 -3.0737 2.2079
H -2.4976 0.9777 2.0977
H 0.7822 -0.0017 -3.5519
H -1.0246 0.1716 2.6533
H 1.0641 3.3031 0.4246
H 3.2996 -2.6241 -2.4972
H -3.8768 -0.7800 3.1643
H 2.1663 -0.8572 3.9659
H -1.2003 0.5411 -3.9533
H 1.6327 1.4988 4.9913
H -0.3305 2.5601 -4.3286
H 0.8544 3.0825 -3.1285
H 0.8391 -2.6647 -4.2899
H 2.9206 -1.5196 -3.8252
H -2.8026 -0.0380 4.3525
H -0.4580 -3.5149 -2.4130
H 1.0260 -3.9247 -1.5126
```

As for the SMILES: CC[C@](C)(C(=O)NC1CCCCC1)N(C[C@@H]1CCCO1)C(=O)Cc1cccs1. Its spin multiplicity is 1.

---

Respective E_LUMO values: 1.030 0.499 0.591 eV.
Respective energy values: -304.831928 -1181.108078 -1592.175453 a.u..
Respective energy relative to the best compared isomer or geometry (same formula, charge and spin) values: 0.097 0.000 0.000 eV.